Version P
Molecular formula: C6H5N3O
Method: DFT, wB97M-V/def2-TZVPD

Last column: Mulliken charge in e.
Positions of all 15 atoms, in Å:
C: -1.02 1.31 -2.09  -0.291
C: -1.39 1.23 -0.83  -0.261
C: 0.27 -0.19 -1.15  -0.006
C: 0.16 -0.74 1.85  -0.280
C: 1.48 -0.69 1.71  -0.228
C: 2.74 -0.53 1.32  0.704
N: -0.02 0.45 -2.35  -0.593
N: -0.76 0.14 -0.26  0.399
N: -1.02 -0.48 1.01  -0.584
O: 3.88 -0.25 1.28  -0.401
H: -1.41 1.60 -3.00  0.435
H: -2.14 1.86 -0.37  0.376
H: -0.27 -0.98 2.91  0.268
H: 0.96 -1.39 -0.80  0.178
H: -1.46 -1.36 0.77  0.282

Results
E_LUMO = -0.0333 Ha
Net charge = 0
HOMO = -8.96 eV
HOMO-LUMO gap = 8.1 eV

Version Q
Molecular formula: C6H5N3O
Method: DFT, wB97M-V/def2-TZVPD

Last column: Mulliken charge in e.
Positions of all 15 atoms, in Å:
O: 2.64 -1.75 -0.05  -0.599
C: 1.93 -0.77 -0.07  0.113
N: 2.34 0.56 0.04  -0.205
N: 1.14 1.50 0.10  -0.325
C: 0.05 0.69 -0.03  0.449
C: -1.29 0.96 -0.03  -0.521
C: -2.19 -0.12 -0.01  -0.205
C: -1.69 -1.42 0.14  -0.348
N: -0.43 -1.69 -0.09  -0.553
C: 0.43 -0.68 -0.08  0.633
H: 3.25 0.71 0.63  0.286
H: 1.29 2.28 -0.58  0.289
H: -1.79 1.93 -0.25  0.329
H: -3.28 0.07 -0.01  0.330
H: -2.40 -2.28 0.28  0.327

Results
SMILES string = O=c1[nH][nH]c2cccnc12
E_LUMO = 0.0092 Ha
Net charge = 0
HOMO = -8.96 eV
HOMO-LUMO gap = 9.2 eV

Relative energy of each structure, in kcal/mol: version P 116.1; version Q 0.0.